Here is a molecular structure, C24H60BO28 from OMol25. Energies are from wB97M-V/def2-TZVPD.

Geometry as XYZ:
```
113
Properties=species:S:1:pos:R:3
O -47.32063 -6.79576 -27.71363
C -47.73123 -5.77815 -27.25259
O -48.21161 -4.88215 -27.89992
B -48.36631 -3.69027 -27.01838
O -47.85329 -4.23317 -25.73458
C -47.54801 -5.43503 -25.88556
O -47.34965 -6.23863 -24.90969
O -49.70502 -3.15665 -27.06864
C -49.56766 -1.93456 -27.25318
O -50.53298 -1.18298 -27.41803
C -48.27024 -1.57273 -27.56491
O -47.50085 -2.61305 -27.57790
O -47.81866 -0.56167 -28.07640
C -45.81253 -9.28121 -23.08124
C -45.32520 -9.58699 -24.52660
O -46.19108 -9.10628 -25.46625
O -44.84644 -9.68920 -22.17323
H -46.85340 -9.54551 -22.74407
H -46.10953 -8.13348 -23.11367
H -45.20932 -10.63701 -24.73701
H -44.24586 -9.20468 -24.67100
H -46.28722 -8.12967 -25.33332
H -45.10134 -10.67699 -22.44067
C -52.96666 -4.84204 -23.76414
C -51.70897 -4.90112 -24.61804
O -52.09969 -4.44189 -25.94618
O -52.72749 -5.15825 -22.45555
H -53.72340 -5.56717 -24.06608
H -53.28938 -3.71951 -23.74632
H -51.38009 -6.02138 -24.90774
H -50.88740 -4.33385 -24.24759
H -52.43289 -3.52127 -25.81148
H -52.72927 -5.94469 -22.18211
C -48.40841 2.96859 -31.04962
C -49.21092 1.87342 -30.73113
O -50.64055 2.22583 -30.75748
O -47.16766 2.56898 -31.49473
H -48.29307 3.46175 -30.18245
H -48.95715 3.72936 -31.80501
H -48.94927 1.38711 -29.77354
H -49.11387 1.06534 -31.64169
H -51.23901 1.60052 -30.30622
H -46.67471 1.93455 -31.03586
C -45.03484 -0.32077 -30.02020
C -43.97268 0.27129 -30.87785
O -42.91902 -0.48471 -30.76991
O -46.01683 0.68160 -29.60660
H -44.54515 -0.79118 -29.06780
H -45.52559 -1.28904 -30.31170
H -43.87842 1.40564 -30.62801
H -44.56553 0.59097 -31.94914
H -43.14324 -1.50421 -30.61794
H -46.63545 0.05194 -29.07161
C -51.79949 -1.10593 -31.14123
C -52.64871 -0.60723 -29.80834
O -52.01285 0.35176 -29.09272
O -50.78931 -1.86327 -30.64412
H -51.58682 -0.25666 -31.90436
H -52.47718 -1.78137 -31.75511
H -53.14836 -1.37372 -29.31096
H -53.65060 -0.09630 -30.43549
H -51.38493 -0.23153 -28.72394
H -50.58041 -1.77287 -29.68336
C -48.18891 -5.85268 -21.47183
C -48.83508 -7.19353 -21.79303
O -48.99023 -7.44532 -23.19534
O -47.60705 -5.91100 -20.22697
H -49.01294 -5.18535 -21.54282
H -47.69553 -5.49612 -22.16713
H -49.90703 -7.24595 -21.27326
H -48.18905 -7.79498 -21.47729
H -48.42462 -7.00683 -23.82411
H -47.00195 -5.39584 -20.02712
C -50.20190 -9.01499 -26.29368
C -50.56356 -10.19299 -27.33007
O -51.32184 -9.79018 -28.34184
O -49.61616 -9.64112 -25.10187
H -51.08129 -8.34194 -26.21606
H -49.43189 -8.41145 -26.83351
H -51.21668 -10.82344 -26.68664
H -49.80106 -10.75794 -27.52263
H -50.76922 -9.16970 -28.79879
H -49.40961 -9.00434 -24.53656
C -51.22847 2.27396 -26.37968
C -51.60298 3.31715 -27.45337
O -50.59856 4.02748 -28.04958
O -52.40661 2.05834 -25.61005
H -50.46163 2.66610 -25.68827
H -50.91175 1.44688 -26.78408
H -52.22847 3.97146 -27.13969
H -52.22574 2.93715 -28.00435
H -51.16758 4.72184 -28.55279
H -53.13969 1.95234 -26.14025
C -48.30421 -7.74379 -31.04323
C -48.87099 -6.31600 -31.08491
O -48.39919 -5.79304 -32.28079
O -48.65809 -8.38637 -29.79718
H -47.24183 -7.75727 -31.08232
H -48.73377 -8.27745 -31.89516
H -48.59581 -5.64996 -30.23007
H -49.80965 -6.23100 -31.28400
H -48.14684 -4.87085 -32.13719
H -48.27966 -7.93845 -29.13492
C -52.06830 -1.33401 -24.42766
C -53.14395 -0.57242 -23.64675
O -52.67036 -0.38202 -22.27588
O -52.56901 -1.56211 -25.65809
H -51.51777 -2.29754 -24.22786
H -51.18143 -0.61934 -24.62024
H -54.14017 -1.18321 -23.42594
H -53.61470 0.30176 -24.03935
H -52.43191 -1.09470 -21.68129
H -51.93747 -1.31816 -26.37499
```

Summary:
Relative energy (zero: lowest compared OMol25 entry of this formula, charge and spin)   373.6 kcal per mole
Energy   -83854.76160 eV
Total charge   -1
Spin multiplicity   1
Maximum force   12.00 eV/Å
M   807.53 u

Atomic partial charges in e from the Löwdin method, atoms 1 to 6:
1 O 0.19
2 C -0.53
3 O 0.32
4 B -0.76
5 O 0.31
6 C -0.34

=====

Here is a molecular structure, C42H45BF4N5O5S2Ti from OMol25. Energies are from wB97M-V/def2-TZVPD.

Geometry as XYZ:
```
105
Properties=species:S:1:pos:R:3
Ti -0.15404 0.24473 0.54908
C 1.64582 1.14734 -3.23463
O 1.82968 0.51368 -1.99225
C 2.86476 -0.34635 -1.84407
C 3.74258 -0.63907 -2.87472
C 4.84483 -1.46720 -2.66541
C 5.05315 -1.97807 -1.39656
C 4.15166 -1.71429 -0.37114
C 2.99203 -0.92872 -0.55723
N 2.03379 -0.70820 0.45051
N 2.37318 -1.44677 1.52153
C 1.83321 -1.28347 2.74199
C 0.99717 -0.21670 3.13917
O 0.55183 0.65746 2.24564
C 0.72208 -0.00846 4.50368
C 1.16568 -0.86901 5.47397
C 1.92264 -2.01670 5.11845
C 2.34955 -2.95850 6.08459
C 3.03899 -4.08660 5.72237
C 3.33354 -4.31655 4.36300
C 2.94778 -3.40805 3.40973
C 2.24496 -2.23584 3.75665
H 1.36683 0.43249 -4.01370
H 2.54607 1.68965 -3.54574
H 0.82738 1.85421 -3.09533
H 3.57168 -0.23754 -3.86437
H 5.52165 -1.68917 -3.48309
H 5.91925 -2.60153 -1.19645
H 4.30134 -2.13407 0.61048
H 0.10848 0.85149 4.75497
H 0.91696 -0.69786 6.51677
H 2.10746 -2.77347 7.12768
H 3.34393 -4.80446 6.47550
H 3.84849 -5.22484 4.06993
H 3.14765 -3.58369 2.35958
O -1.88484 2.90632 -1.99274
C -2.15402 2.30702 -3.16222
C -2.90766 3.03590 -4.08710
C -3.19108 2.51323 -5.33311
C -2.72182 1.25031 -5.68716
C -1.98758 0.51806 -4.77004
C -1.69659 1.01611 -3.49913
C -0.94139 0.16951 -2.51745
O -0.71167 0.69121 -1.34812
N -0.54787 -0.97661 -2.95129
N 0.06960 -1.72899 -1.98011
C 0.83661 -2.62014 -2.46193
S 1.07795 -2.74116 -4.24018
C 2.36918 -4.01130 -4.09800
C 2.02674 -4.87382 -2.90189
S 1.74578 -3.76058 -1.50144
H -1.45323 2.22874 -1.42453
H -3.26400 4.01626 -3.79052
H -3.78625 3.09046 -6.03374
H -2.93889 0.83795 -6.66585
H -1.62036 -0.47191 -5.00973
H 3.33220 -3.51963 -3.95344
H 2.37975 -4.58151 -5.03006
H 2.83975 -5.54716 -2.62165
H 1.11915 -5.45023 -3.08219
C 2.95984 2.15403 1.27193
C 1.93801 2.64215 0.29753
C 2.22420 3.90407 -0.45587
O 0.90872 2.06349 0.08852
H 2.46323 1.87550 2.20097
H 3.39789 1.23590 0.87232
H 3.73858 2.89656 1.44500
H 2.30084 4.73466 0.25004
H 1.43138 4.10638 -1.17476
H 3.18492 3.80527 -0.96765
F -1.26802 -2.82431 3.01844
B -0.87009 -3.05002 1.70113
F -0.60362 -1.68466 1.10177
F -1.88236 -3.62062 0.92326
F 0.30840 -3.78127 1.62575
C -1.17626 4.38951 1.11936
C -2.19603 3.75350 2.07255
C -1.50816 3.01715 3.22663
C -3.19475 2.89704 1.30566
C -4.38968 3.53719 0.99509
C -5.43508 2.90205 0.35322
C -5.29302 1.54384 0.11112
C -4.13117 0.84339 0.40394
C -4.20884 -0.66872 0.23577
C -3.88420 -1.37304 1.55726
C -3.37881 -1.21319 -0.93191
C -2.96533 1.53775 0.89254
N -1.73873 0.93498 0.96361
H -0.45648 5.01459 1.66717
H -1.68267 5.00600 0.37157
H -0.63917 3.60751 0.59905
H -2.77606 4.56874 2.51174
H -0.84113 2.24501 2.85768
H -2.25190 2.53679 3.87106
H -0.93108 3.72490 3.83417
H -4.50063 4.58060 1.28001
H -6.34408 3.43181 0.09287
H -6.12777 0.99129 -0.30977
H -5.25509 -0.88687 0.00273
H -2.88489 -1.11698 1.89537
H -3.93319 -2.45762 1.44757
H -4.59347 -1.06179 2.33195
H -2.32465 -1.07111 -0.75313
H -3.64553 -0.70029 -1.86186
H -3.54561 -2.28508 -1.05833
```

Summary:
<S²>   0.7993
Energy   -118315.17206 eV
Total charge   -2
Spin multiplicity   2
Maximum force   2.05 eV/Å
M   898.66 u

Atomic partial charges in e from the natural (NBO) method, atoms 1 to 6:
1 Ti 1.83
2 C -0.25
3 O -0.51
4 C 0.25
5 C -0.31
6 C -0.28

=====

Here is 11 unconnected molecules or ions with the total composition C52H116N4O14S7 from OMol25. Energies are from wB97M-V/def2-TZVPD.

Geometry as XYZ:
```
193
Properties=species:S:1:pos:R:3
O -22.05244 17.66482 -12.95828
S -22.55318 17.79737 -11.57215
O -23.59331 18.69703 -11.09588
C -23.06409 16.04904 -10.98250
C -21.90714 15.51547 -10.02975
C -20.63914 16.38272 -10.27811
C -21.07559 17.80907 -10.46792
H -23.22136 15.54239 -11.93469
H -23.96248 16.08516 -10.36630
H -22.18229 15.47645 -8.97577
H -21.69506 14.46978 -10.25261
H -20.06774 15.98739 -11.11795
H -19.94075 16.23481 -9.45442
H -20.34754 18.55688 -10.78226
H -21.43573 18.18298 -9.50948
O -7.91123 21.48839 -10.77344
S -8.17831 22.72886 -9.96368
O -7.29392 23.90687 -10.06908
C -9.82117 23.34775 -10.17182
C -10.60059 23.43646 -8.83945
C -9.56171 23.20575 -7.72193
C -8.41409 22.26304 -8.20404
H -10.32939 22.50117 -10.63345
H -9.86297 24.17381 -10.88173
H -11.08072 24.41271 -8.77230
H -11.42033 22.72160 -8.76801
H -10.04228 22.96449 -6.77380
H -9.09023 24.18684 -7.66466
H -8.66434 21.21256 -8.05580
H -7.48216 22.36112 -7.64727
O -21.89642 21.58519 7.18582
S -23.34361 21.62386 7.18391
O -24.12653 22.69432 7.76064
C -23.91681 21.28576 5.42609
C -24.16898 19.78952 5.37825
C -24.84659 19.37868 6.70196
C -23.99313 20.07110 7.84146
H -23.11815 21.76157 4.85703
H -24.81572 21.86120 5.20489
H -24.86683 19.46700 4.60554
H -23.28646 19.15548 5.29318
H -24.91478 18.30477 6.87566
H -25.88148 19.72086 6.69954
H -23.18977 19.45009 8.23778
H -24.61925 20.32351 8.69724
O -19.05132 6.13069 3.46410
S -17.75294 6.81349 3.66870
O -17.61008 7.80550 4.70140
C -16.55238 5.41999 3.91064
C -15.60396 5.42717 2.70835
C -15.43030 6.90413 2.24279
C -16.89657 7.37704 2.07100
H -17.12783 4.51819 4.11975
H -16.06477 5.69231 4.84668
H -14.65175 4.92606 2.88241
H -16.05848 4.71873 2.01580
H -14.89038 6.89868 1.29592
H -14.80185 7.52423 2.88203
H -17.37164 6.79049 1.28463
H -17.04906 8.42878 1.82875
O -10.25610 13.85984 4.33347
S -9.04541 13.72429 3.51452
O -7.69992 13.58950 4.05795
C -9.26753 12.41621 2.17714
C -8.93371 13.15310 0.79717
C -9.67227 14.54221 0.92268
C -9.22190 15.16521 2.28450
H -10.34903 12.31740 2.27034
H -8.73227 11.49433 2.40458
H -7.86700 13.25991 0.60020
H -9.30107 12.63041 -0.08596
H -10.75726 14.50990 0.82339
H -9.34821 15.10808 0.04926
H -9.83954 15.99588 2.62597
H -8.22411 15.45583 1.95578
O -17.87461 29.79465 -7.86730
S -17.42922 29.92848 -6.49770
O -17.92421 30.91525 -5.63040
C -17.72894 28.26236 -5.63037
C -16.38319 28.02486 -4.78184
C -15.28547 28.94784 -5.18567
C -15.57176 29.71974 -6.44168
H -17.90399 27.57380 -6.45700
H -18.71313 28.30477 -5.16383
H -16.73618 28.29093 -3.78548
H -16.04022 26.99749 -4.90416
H -14.32215 28.45025 -5.29756
H -15.17812 29.59789 -4.31733
H -15.33093 29.12919 -7.32561
H -15.08976 30.69406 -6.52208
O -18.19285 12.61597 12.04457
S -18.44585 13.97742 11.64518
O -19.80643 14.53727 11.76238
C -17.36210 15.20129 12.60937
C -16.38842 15.70030 11.53189
C -17.05876 15.60514 10.14240
C -17.72699 14.27884 10.03838
H -16.95858 14.68133 13.47822
H -18.03670 16.00932 12.89241
H -16.01636 16.71506 11.67307
H -15.53281 15.02508 11.52115
H -16.32008 15.79048 9.36260
H -17.75614 16.42190 9.95618
H -16.91362 13.57145 9.87670
H -18.49114 14.03863 9.29915
C -27.92609 25.56195 -5.23065
C -26.65864 26.34430 -4.83983
N -25.41713 25.63675 -5.19606
C -25.38620 24.29348 -4.51141
C -25.11867 24.39747 -3.04345
C -25.03469 25.47042 -6.65397
C -24.84528 26.82065 -7.27582
H -28.81050 26.11491 -4.91425
H -27.95161 24.59809 -4.72230
H -27.87249 25.41121 -6.30885
H -26.59134 27.27936 -5.39591
H -26.81383 26.63648 -3.80125
H -26.17471 23.61726 -4.84164
H -24.54422 23.80234 -4.99923
H -25.15487 23.48456 -2.44897
H -24.12893 24.83125 -2.90085
H -25.87071 25.01926 -2.55772
H -25.68081 24.73072 -7.12667
H -24.07634 24.96348 -6.76649
H -25.79661 27.34680 -7.35480
H -24.50937 26.86189 -8.31195
H -24.18967 27.40039 -6.62607
C -19.91850 16.73338 -1.57328
C -19.19736 17.20454 -0.24874
N -17.73380 17.30723 -0.39394
C -17.10233 17.21635 0.91276
C -17.09459 15.86805 1.48607
C -17.45541 18.54525 -1.15816
C -16.09025 18.53237 -1.80139
H -19.86352 17.46405 -2.38025
H -21.00720 16.70627 -1.52746
H -19.59550 15.71341 -1.78169
H -19.67786 18.13470 0.05460
H -19.51368 16.53220 0.54875
H -16.09208 17.60793 0.79374
H -17.53130 17.94571 1.59987
H -16.38506 15.85151 2.31335
H -18.02723 15.41174 1.81780
H -16.59813 15.13402 0.85138
H -17.51250 19.44881 -0.55118
H -18.17775 18.63544 -1.96944
H -16.10731 17.82682 -2.63206
H -15.29656 18.15360 -1.15743
H -15.77170 19.47007 -2.25674
C -14.02420 24.29087 5.09382
C -14.02317 25.61859 5.88255
N -13.34270 26.64635 5.13200
C -13.00743 27.77273 6.06661
C -12.24153 28.97718 5.26096
C -13.97434 27.02455 3.86903
C -15.40943 27.78609 3.96982
H -14.63887 24.33301 4.19465
H -14.31077 23.44642 5.72063
H -13.01558 24.08527 4.73532
H -15.06115 25.87637 6.09289
H -13.42972 25.35373 6.75764
H -13.87149 28.05985 6.66584
H -12.27426 27.51348 6.83038
H -12.94250 29.45523 4.57670
H -11.80154 29.71196 5.93520
H -11.34782 28.62695 4.74452
H -14.02510 26.07217 3.34129
H -13.32604 27.67134 3.27786
H -15.76439 28.17805 3.01668
H -15.44167 28.64768 4.63669
H -16.17613 27.12453 4.37306
C -16.47515 8.34194 -7.77598
C -16.16292 8.20984 -6.29928
N -14.69548 8.44762 -6.08349
C -13.76350 7.43859 -6.52448
C -12.37608 7.60876 -6.05189
C -14.23488 9.82552 -6.30174
C -15.19497 10.79206 -5.52392
H -17.51383 8.06918 -7.96267
H -15.88004 7.66207 -8.38567
H -16.29374 9.37800 -8.06191
H -16.82711 8.86858 -5.73979
H -16.39974 7.21599 -5.91945
H -13.84407 7.37043 -7.60936
H -14.19302 6.52541 -6.11252
H -11.83872 6.66043 -6.05238
H -12.29983 8.03955 -5.05354
H -11.87320 8.21370 -6.80639
H -13.21030 9.85797 -5.93122
H -14.05667 10.07946 -7.34666
H -14.61524 11.68862 -5.30443
H -16.09066 11.08025 -6.07419
H -15.49881 10.32913 -4.58504
```

Summary:
SMILES string   O=S1(=O)CCCC1.O=S1(=O)CCCC1.O=S1(=O)CCCC1.O=S1(=O)CCCC1.O=S1(=O)CCCC1.O=S1(=O)CCCC1.O=S1(=O)CCCC1.CCN(CC)CC.CCN(CC)CC.CCN(CC)CC.CCN(CC)CC
Relative energy (zero: lowest compared OMol25 entry of this formula, charge and spin)   90.8 kcal per mole
Energy   -166267.07773 eV
Total charge   0
Spin multiplicity   1
Maximum force   4.82 eV/Å
M   1245.98 u

Atomic partial charges in e from the Löwdin method, atoms 1 to 6:
1 O -0.35
2 S 0.74
3 O -0.35
4 C -0.17
5 C -0.19
6 C -0.24